A cluster of 4 separate species, C32H79F5IN10O8P4 in total. Source: OMol25; level of theory: wB97M-V/def2-TZVPD.

HOMO-LUMO gap   5.374 eV
HOMO level   -9.12 eV

```
! wB97M-V def2-TZVPD RIJCOSX def2/J DEFGRID3
* xyz 1 1
H 7.4060 -2.8714 -3.8413
C -5.0995 2.5914 -0.7037
H -4.6718 -3.1821 -2.7859
C 3.3533 -5.1730 -2.0122
H -0.9288 0.5396 -2.3128
H 6.0431 -0.8402 -4.6891
H 2.6805 -2.0144 5.4160
C 6.6377 -3.4805 -4.3295
C -1.4767 4.1719 1.4786
C -7.0424 -3.2262 -3.6701
H 6.6051 -4.4675 -3.8671
H -2.6135 6.1242 0.3418
H -10.5823 -0.9095 -3.3386
H 1.2413 0.2848 -2.9522
O 4.2166 -1.2339 -2.9563
O 0.5273 1.0578 -4.7419
F 0.9896 3.6472 1.3027
O -1.1399 5.5198 1.9940
H 8.2881 -0.8925 6.2767
H 6.9737 -3.6647 -5.3571
N 5.1352 -2.8524 -1.5283
C 3.5672 -5.0235 -4.3393
P -7.7203 -1.9349 -1.1986
H -5.3551 3.8028 2.4217
H -3.0683 2.0165 -0.0208
H -6.1610 -3.4181 -4.2884
N 6.4415 0.2136 4.7146
O -3.2136 4.1272 -0.3398
C 8.4661 -2.4270 3.7699
H 8.0587 -2.9907 2.9267
H -7.3091 -4.9740 -1.4636
C -5.0421 4.8592 2.1326
C 7.6587 0.8256 4.1359
H -4.8976 -2.2214 -1.3452
C 7.9350 -1.9075 6.0610
H 6.0086 -4.7712 -1.1453
H 8.9682 -1.5423 3.3615
C 3.5569 -2.2784 4.8149
H -5.2527 4.9534 1.0099
N 4.1804 -4.5473 -3.0685
H 5.1144 -2.4018 6.9895
H -10.5733 -4.1398 -0.4799
I -3.5382 8.5326 -1.3827
H -0.7138 8.5432 0.3603
H -0.4361 1.0840 -4.8787
C -0.7587 3.8720 -1.2097
H 0.7928 2.2246 -0.8056
H -10.0741 0.7740 -1.9506
P 4.2391 -2.7740 -3.0015
C -0.3496 1.7948 2.2087
H 0.1927 4.4960 -1.0914
H -9.7301 -2.4148 -3.4229
P -1.9219 6.6698 -1.7361
H -1.3116 2.0731 -3.2135
C -9.0784 0.3806 -1.7228
H 3.8896 -1.4902 -0.4912
H -5.5523 3.6067 -0.9693
F -0.1081 1.4810 3.5643
H 7.0932 -3.5802 -1.8782
C -0.7005 6.3113 0.8454
F 0.0450 3.8960 3.3093
O -6.8514 -0.6782 -1.0178
C -1.7970 4.3029 -0.0933
O 5.6090 -2.6819 3.3378
C -8.0850 -4.6208 -0.7856
C 5.3788 1.2292 4.4786
H -1.1737 3.9842 -2.2740
H -7.5463 -4.1896 -3.5337
P 6.0041 -1.3573 4.0121
N 7.4087 -2.0706 4.7179
H -8.9708 -0.9278 -4.0569
H -7.6684 -2.5991 -4.2994
H 8.5658 0.2981 4.4282
C -9.5814 -1.3484 -3.2507
H 6.6836 -3.4415 -0.2177
N -6.6836 -2.5720 -2.4243
H 3.2404 -6.2459 -2.1882
N -8.7396 -3.3858 -1.2744
H 4.4557 -1.2235 -5.3978
F 0.7214 1.1784 1.5247
H 2.3573 -4.7225 -1.9632
H 3.6324 -3.1804 -0.0519
N -9.0144 -1.0631 -1.9429
H 9.2285 -3.0664 4.2205
H 0.2981 6.7757 -1.8136
N 5.3452 -2.8158 -4.3291
C 5.4443 -1.6240 -5.1707
H 8.7789 -2.5785 6.2430
O -0.3982 7.4292 -2.0420
C 4.8460 -1.4157 6.5957
N -1.7389 5.8328 -0.1631
H 1.6606 2.0874 -3.2018
C -9.9469 -3.2481 -0.4127
H -2.4797 3.6969 3.3881
H 3.2608 -2.1393 3.7743
H -5.4125 -3.9092 -1.3538
H 5.6523 2.1864 4.9279
O -3.6365 5.1296 2.4332
H 3.9013 -1.1229 7.0697
H -2.1295 8.0247 1.3805
C -0.2121 3.3632 2.0139
H -7.6390 -4.4741 0.2024
H -3.0880 2.5777 -1.8072
C 4.3967 -2.4459 -0.3312
H -5.3527 2.3688 0.3924
H -5.4596 1.7563 -1.3845
H 5.0504 -2.2994 0.5319
H 7.2128 -2.1874 6.8234
H 3.7756 -3.3407 4.9828
C 0.8666 1.2939 -3.3512
H 7.6131 0.8534 3.0430
H 7.7960 1.8459 4.5034
H 4.1286 -4.7097 -5.2181
H 4.4280 0.9532 4.9327
C -0.5112 1.5772 -2.5776
H -8.8008 -5.4444 -0.7240
C -3.5136 2.7716 -0.7640
H -5.7439 5.5695 2.6640
H -3.4130 3.0136 1.9876
H 3.5507 -6.1148 -4.3753
C 6.2605 -3.7056 -1.1909
C -2.8483 3.9403 2.3251
H 2.5426 -4.6513 -4.4469
C -5.3621 -2.9972 -1.9596
H 5.5697 -0.6756 6.9388
H 3.8131 -5.0973 -1.0276
C -0.2896 2.3171 -1.1491
H -10.5844 -2.4186 -0.7151
H 5.2065 1.3787 3.4070
H -8.3512 0.9155 -2.3481
H -1.0094 1.8065 -0.4401
C -1.0135 7.8446 1.2183
H 0.3817 6.0335 0.6580
H 5.9049 -1.8561 -6.1363
N 4.7040 -1.4357 5.1494
H -9.6683 -3.0907 0.6346
F -1.5670 1.2195 1.9007
H -8.8911 0.6243 -0.6763
H -0.4945 8.1661 2.1753
*
```

Here are the Löwdin charges for atoms 1 to 4, given in e: H 0.081; C -0.042; H 0.077; C -0.136